(1)
Molecular formula: C14H15F9NO4
Method: DFT, ωB97M-V/def2-TZVPD

Geometry as XYZ:
```
43
Properties=species:S:1:pos:R:3:forces:R:3:mulliken_charge:R:1
F -1.1267 4.6349 0.5869 0.1 -0.3 -0.1 -0.239
C -0.6139 3.4274 0.3501 0.1 -0.1 0.3 0.768
F 0.0782 3.0338 1.4352 -0.2 0.1 -0.2 -0.221
F -1.6112 2.5568 0.1511 0.3 0.4 -0.1 -0.256
C 0.3365 3.4476 -0.8374 -0.2 0.0 0.1 0.345
C 0.4640 2.3159 -1.6300 0.0 0.2 0.2 -0.338
C 1.3577 2.3505 -2.6714 -0.1 -0.4 0.0 -0.624
N 2.0849 3.4537 -2.8905 0.0 0.1 -0.1 0.059
C 1.9721 4.5637 -2.1427 0.0 0.1 0.1 -0.470
C 1.0947 4.5860 -1.0883 -0.1 -0.2 0.0 -0.440
H -0.1073 1.4214 -1.4367 -0.1 0.0 -0.1 0.576
H 1.4879 1.4952 -3.3181 0.2 0.1 -0.1 0.609
H 2.7535 3.4491 -3.6523 0.0 0.0 -0.1 0.303
H 2.5850 5.4138 -2.3980 0.1 -0.1 -0.1 0.404
H 1.0126 5.4655 -0.4685 0.0 0.1 0.0 0.501
C 3.6099 -2.4416 1.0991 0.0 -0.2 -0.2 -1.181
C 2.8815 -1.2664 0.4896 0.1 0.1 0.4 -0.053
O 2.7531 -1.4115 -0.9468 -0.1 0.1 -0.1 -0.338
C 1.7578 -2.1853 -1.3589 0.1 0.0 0.1 0.399
O 0.9511 -2.7469 -0.6847 -0.1 0.0 0.0 -0.505
C 1.7402 -2.2320 -2.9009 0.1 -0.2 -0.1 0.839
F 2.9601 -2.3899 -3.4075 0.0 0.1 0.0 -0.242
F 1.2484 -1.0576 -3.3736 0.0 0.2 0.0 -0.249
F 0.9629 -3.2029 -3.3364 -0.1 0.0 0.0 -0.223
H 4.5797 -2.5780 0.6210 0.0 0.1 0.1 0.314
H 3.7638 -2.2723 2.1637 0.0 0.0 0.0 0.383
H 3.0414 -3.3621 0.9750 -0.1 0.0 0.1 0.327
H 3.4445 -0.3457 0.6304 0.0 0.0 -0.2 0.333
H 1.8948 -1.1310 0.9321 -0.1 -0.1 -0.1 0.210
C -2.6392 0.3040 2.1652 -0.1 -0.1 0.2 -0.805
C -2.6019 -0.8617 1.2000 0.2 0.3 -0.2 -0.103
O -2.8619 -2.1067 1.8673 0.0 -0.1 0.0 -0.335
C -4.1433 -2.3867 2.0802 0.1 0.0 -0.1 0.309
O -5.0806 -1.7152 1.7741 -0.1 0.0 0.0 -0.505
C -4.2672 -3.7646 2.7627 0.0 0.0 0.0 0.905
F -3.3805 -3.8897 3.7536 0.0 0.0 0.0 -0.243
F -4.0356 -4.7286 1.8645 0.0 0.0 0.0 -0.246
F -5.4851 -3.9253 3.2575 0.0 0.0 0.0 -0.233
H -1.9478 0.1350 2.9920 0.1 0.0 0.0 0.330
H -2.3603 1.2256 1.6540 -0.1 -0.2 0.1 0.036
H -3.6351 0.4301 2.5875 0.0 0.0 -0.1 0.347
H -1.6083 -0.9794 0.7678 0.0 -0.1 0.1 0.208
H -3.3103 -0.7290 0.3822 -0.1 -0.1 0.1 0.346
```
Positions in Å, forces in eV/Å.

Charge = +1
E_tot = -48893.1395 eV
Strongest force on any atom = 0.0097 hartree/bohr

---

(2)
Molecular formula: C14H15InNO4
Method: DFT, ωB97M-V/def2-TZVPD

Geometry as XYZ:
```
35
Properties=species:S:1:pos:R:3:forces:R:3:mulliken_charge:R:1
C 1.5134 -2.0820 1.5018 -0.2 0.1 0.8 0.038
C 1.0410 -1.0633 1.0669 -0.3 -0.3 -0.9 -1.700
C 0.4022 0.1053 0.5076 1.0 -0.3 2.0 3.012
C -0.0891 -0.3200 -0.9927 -0.8 1.3 -2.0 -0.474
C -0.6674 0.8803 -1.6798 2.0 -1.2 1.3 0.658
C -2.2163 0.6466 -2.1466 0.0 4.2 -0.1 -0.489
O -1.6597 1.4871 -1.0617 -1.1 -0.3 -1.3 -0.134
O -0.6633 0.5145 1.2829 -0.2 0.3 -1.0 -0.230
C -1.4852 -0.4367 1.8738 -0.6 -0.1 1.2 0.532
O -1.4989 -0.5227 3.0473 0.3 -0.1 0.2 -0.321
O -2.2677 -1.0759 1.0211 1.0 0.2 -0.9 -0.206
C -2.3886 -2.5154 1.1886 -0.8 -1.0 0.0 -0.222
C -1.7272 -3.3004 0.0768 0.1 0.1 0.2 -1.012
C 1.4138 1.2525 0.3567 0.0 0.2 -0.3 -0.625
C 0.9684 2.5553 0.4917 -0.3 -0.5 -0.3 -0.014
C 1.8814 3.5971 0.3384 -0.3 0.5 0.1 -0.566
N 3.1633 3.4260 0.0689 0.0 -0.3 -0.1 -0.363
C 3.5974 2.1761 -0.0234 0.7 -0.2 0.0 -0.451
C 2.7896 1.0431 0.0807 -0.9 -0.1 0.2 -0.625
H 1.8585 -2.8764 2.1324 0.3 -0.3 -0.3 0.474
H 0.7864 -0.6262 -1.5577 0.0 -0.7 0.1 0.543
H -0.8908 -1.0652 -0.9723 0.1 -0.4 0.8 -0.519
H -0.0254 1.5122 -2.3617 -1.4 -0.5 0.4 0.024
H -1.9174 0.9834 -3.1783 0.2 -0.5 -0.1 0.437
H -3.1981 1.1711 -2.1735 -1.1 -2.0 0.5 0.466
H -2.0478 -2.8501 2.1614 0.2 0.4 0.2 0.371
H -3.4556 -2.7316 1.1458 -0.2 0.3 0.0 0.362
H -1.9199 -2.9024 -0.9152 -0.1 0.1 -0.1 0.349
H -2.1452 -4.3025 0.0967 0.0 -0.2 0.0 0.446
H -0.6556 -3.4120 0.2687 0.2 0.2 -0.1 0.214
H -0.0694 2.7412 0.7120 -0.1 0.3 0.2 0.594
H 1.5257 4.6140 0.4282 0.1 0.2 0.1 0.452
H 4.6511 2.0327 -0.2224 0.2 0.1 0.0 0.436
H 3.2180 0.0567 -0.0171 0.1 -0.2 0.2 0.624
In 2.1785 1.2876 -2.5459 1.7 0.6 -0.9 0.920
```
Positions in Å, forces in eV/Å.

Charge = +3
E_tot = -29571.1734 eV
Strongest force on any atom = 0.0827 hartree/bohr

---

(3)
Molecular formula: C14H15IrN5O4S
Method: DFT, ωB97M-V/def2-TZVPD

Geometry as XYZ:
```
40
Properties=species:S:1:pos:R:3:forces:R:3:mulliken_charge:R:1
Ir -0.1702 -1.6634 -0.3864 0.0 0.0 0.2 0.682
O -0.9064 0.2602 0.3765 0.1 -0.3 -0.2 -0.821
C -1.9066 0.4190 1.1553 -0.1 0.1 0.1 0.577
C -2.2164 1.7576 1.5619 0.1 -0.1 -0.1 -0.466
C -3.2541 2.0678 2.3953 -0.1 0.0 0.0 -0.399
C -4.0864 1.0588 2.9006 0.0 0.0 0.0 -0.773
C -3.8226 -0.2382 2.5284 0.0 -0.1 0.0 -0.671
C -2.7679 -0.6020 1.6762 0.1 0.0 0.0 0.391
C -2.6087 -2.0141 1.3400 0.1 -0.2 -0.1 0.585
N -1.7061 -2.5867 0.5557 -0.1 0.2 0.1 -0.001
C -1.9555 -3.9341 0.4968 0.1 0.0 0.0 -0.338
C -3.0319 -4.2090 1.2718 0.0 0.1 0.0 -0.588
N -3.4342 -2.9944 1.7941 0.0 0.0 0.0 -0.037
H -1.5601 2.5241 1.1678 0.0 0.0 0.0 0.375
H -3.4301 3.1028 2.6685 0.0 0.0 0.0 0.343
H -4.9100 1.2875 3.5636 0.0 0.0 0.0 0.367
H -4.4742 -1.0096 2.9255 0.0 0.0 0.0 0.161
H -1.3125 -4.5385 -0.1203 -0.1 -0.1 0.0 0.437
H -3.5462 -5.1231 1.5052 0.0 0.0 0.0 0.405
H -4.2092 -2.8480 2.4098 0.0 0.0 0.0 0.133
O -0.1091 -3.0268 -1.5652 -0.2 0.0 -0.1 -0.913
O 2.7466 -0.9144 2.9024 0.0 0.0 0.0 -0.638
S 2.0394 -0.8355 1.6137 -0.1 0.0 0.0 0.405
N 0.7344 -1.5388 1.4814 0.1 0.1 0.1 -0.519
N 1.2676 -0.7484 -1.4032 0.1 0.0 -0.1 -0.316
C 2.0866 -0.1759 -1.9687 -0.2 0.2 0.0 0.658
N 3.0263 0.5203 -2.6040 0.2 -0.3 -0.1 -0.164
C 2.5960 1.5557 -3.5452 0.0 0.1 0.0 -0.673
C 2.4686 2.8862 -2.8213 -0.1 0.0 0.0 -0.427
O 3.6836 3.2197 -2.1686 0.0 0.0 0.0 -0.418
C 4.0169 2.2449 -1.1885 0.0 0.0 0.0 -0.407
C 4.2211 0.8859 -1.8348 0.0 0.1 0.0 -0.694
H 1.6513 1.2574 -3.9965 0.0 0.0 0.0 0.441
H 3.3562 1.6283 -4.3274 0.0 0.0 0.0 0.278
H 1.6554 2.8250 -2.0859 0.0 0.0 0.0 0.303
H 2.2517 3.6932 -3.5208 0.0 0.0 0.0 0.340
H 3.2156 2.1771 -0.4414 0.0 0.0 0.0 0.294
H 4.9273 2.5866 -0.6977 0.0 0.0 0.0 0.344
H 4.4098 0.1191 -1.0850 0.0 0.0 0.0 0.475
H 5.0639 0.9236 -2.5298 0.0 0.0 0.0 0.272
```
Positions in Å, forces in eV/Å.

Charge = -1
E_tot = -44075.2003 eV
Strongest force on any atom = 0.0073 hartree/bohr

---

(4)
Molecular formula: C14H15IrN9O2S2SbSe5
Method: DFT, ωB97M-V/def2-TZVPD

Geometry as XYZ:
```
49
Properties=species:S:1:pos:R:3:forces:R:3:mulliken_charge:R:1
Ir 0.7002 -0.4063 -1.5126 -0.2 -0.1 0.3 1.734
Se 0.2446 0.1140 -7.4718 0.0 0.0 0.1 -0.639
Sb 2.3766 -0.8519 -6.9135 0.0 0.0 -0.2 0.343
Se 1.1714 -1.9345 -3.3171 0.1 -0.3 -0.1 -0.152
Se 2.0632 0.0962 -3.5440 0.3 0.3 0.0 -0.482
Se 4.1937 0.5780 -7.5417 -0.1 0.0 0.0 -0.641
N -4.1029 0.2799 4.2714 0.0 0.0 0.0 -0.586
C -3.0676 0.7212 3.4555 0.0 0.0 0.0 1.044
C -3.2239 1.8664 2.6702 0.0 0.0 0.0 -0.715
C -2.1874 2.3232 1.8802 0.0 0.0 0.0 -0.482
C -0.9789 1.6373 1.8714 0.0 0.0 0.0 -0.259
C -0.8037 0.5093 2.6619 0.0 0.0 0.0 -0.303
C -1.8398 0.0557 3.4521 0.0 0.0 0.0 -0.763
S 0.2963 2.1641 0.7907 0.0 0.0 -0.1 0.955
O 0.2035 3.5833 0.6427 0.0 0.0 0.0 -0.683
O 1.5398 1.5807 1.2696 0.0 0.0 0.0 -0.666
N 0.0501 1.4026 -0.6098 0.0 0.1 0.1 -0.617
C -1.0214 1.5168 -1.4377 0.0 -0.1 -0.1 0.378
N -2.0062 2.3930 -1.4197 0.0 0.0 0.0 -0.426
C -2.9003 2.2495 -2.4008 0.0 0.0 0.0 -0.252
C -2.8403 1.2646 -3.3735 0.0 0.0 0.0 -0.819
C -1.7982 0.3542 -3.2989 0.1 0.1 0.0 0.119
N -0.9047 0.4919 -2.3337 -0.2 0.0 0.1 -0.173
H -5.0255 0.5602 3.9804 0.0 0.0 0.0 0.225
H -4.0629 -0.6954 4.5206 0.0 0.0 0.0 0.231
H -4.1691 2.3960 2.6809 0.0 0.0 0.0 0.294
H -2.3045 3.2010 1.2599 0.0 0.0 0.0 0.470
H 0.1435 -0.0139 2.6519 0.0 0.0 0.0 0.464
H -1.7067 -0.8296 4.0621 0.0 0.0 0.0 0.291
H -3.7094 2.9711 -2.4049 0.0 0.0 0.0 0.426
H -3.5750 1.1991 -4.1602 0.0 0.0 0.0 0.380
H -1.6614 -0.4602 -3.9993 0.0 0.0 0.0 0.491
C 3.7197 -0.1995 2.4299 0.0 0.0 0.0 -1.172
C 3.3948 -1.5214 1.8285 -0.1 0.0 0.0 0.867
N 3.5598 -2.6535 2.4230 0.1 0.0 0.0 -0.803
N 3.1658 -3.5821 1.5047 0.0 0.0 0.0 0.183
C 2.7769 -3.0778 0.3163 0.0 0.1 0.0 0.114
S 2.3869 -3.9337 -1.0391 0.0 0.0 0.0 -0.387
N 2.8848 -1.7192 0.5530 -0.1 0.0 0.1 0.447
N 2.5025 -0.6728 -0.3097 -0.1 0.0 -0.2 -0.558
H 4.6891 -0.2674 2.9193 0.0 0.0 0.0 0.400
H 2.9713 0.0781 3.1707 0.0 0.0 0.0 0.208
H 3.7523 0.5964 1.6918 0.0 0.0 0.0 0.386
H 3.2427 -4.5643 1.6972 0.0 0.0 0.0 0.174
H 2.2868 0.1348 0.2951 0.1 0.0 0.0 0.058
H 3.2912 -0.4268 -0.9091 0.0 -0.1 0.0 0.415
Se -0.8415 -1.6447 0.0291 0.1 0.0 0.1 -0.101
C -1.2962 -3.0079 -1.1259 0.1 0.0 0.0 0.170
N -1.5799 -3.8555 -1.8570 -0.1 0.0 0.0 -0.588
```
Positions in Å, forces in eV/Å.

Charge = -1
Expectation value of S² = 0.756
Relative energy (zero: lowest compared OMol25 entry of this formula, charge and spin) = 141.6 kJ/mol
2S+1 = 2
Strongest force on any atom = 0.0081 hartree/bohr

---

(5)
Molecular formula: C14H15N3O2S2
Method: DFT, ωB97M-V/def2-TZVPD

Geometry as XYZ:
```
36
Properties=species:S:1:pos:R:3:forces:R:3:mulliken_charge:R:1
C -0.6202 -4.1819 3.7015 0.3 0.2 0.2 -1.366
C -0.9150 -3.0364 2.7772 -0.1 0.9 -0.1 0.731
C -0.3077 -1.7780 3.0201 -0.6 -0.8 -1.0 -0.801
C -0.5598 -0.6656 2.2288 -0.3 -0.3 -0.2 -0.172
C -1.4514 -0.7636 1.1467 0.7 -1.2 0.1 0.526
N -1.6121 0.2505 0.1916 0.3 2.0 -0.3 -0.534
N -0.9541 1.5423 0.2648 -0.6 -1.6 0.3 -0.100
C 0.1630 1.8841 -0.4638 0.0 -2.0 -0.6 1.223
C 0.6338 0.9845 -1.3929 1.5 2.0 0.3 -1.022
S 1.9629 1.5490 -2.4221 -0.3 0.0 -1.6 1.138
O 1.3812 2.2513 -3.5532 0.4 0.2 1.5 -0.673
O 2.8639 0.4859 -2.8364 -0.4 0.8 1.5 -0.669
N 2.8334 2.7049 -1.4192 0.1 -2.0 -1.9 -0.096
C 4.0861 2.1987 -0.8384 0.5 0.6 -0.7 -0.929
C 2.0487 3.5422 -0.6817 -0.3 1.3 1.0 -0.510
C 2.4234 4.9004 -0.2856 -0.7 -0.4 -0.3 -0.546
C 1.4339 5.5036 0.4458 0.6 -0.2 -0.3 -0.390
S 0.0777 4.4685 0.7167 0.5 -0.3 -0.6 -0.259
C 0.8263 3.1614 -0.2110 -1.2 0.7 0.5 0.524
C -2.0997 -2.0041 0.9132 0.4 -0.5 0.3 -0.535
C -1.8178 -3.1629 1.7131 0.1 1.8 -0.1 -0.639
H -0.7961 -3.9018 4.7610 0.3 -0.2 -0.6 0.327
H -1.2857 -4.9836 3.4562 -0.4 -0.6 0.0 0.380
H 0.3972 -4.5802 3.5568 -0.2 0.3 0.3 0.289
H 0.4554 -1.7412 3.7718 0.1 0.2 0.5 0.369
H -0.0373 0.2626 2.4116 0.1 0.1 0.0 0.432
H -1.8538 -0.0833 -0.7422 0.1 0.7 0.4 0.329
H -1.3510 2.2353 0.8799 -0.3 -0.4 0.0 0.128
H 0.2293 0.0290 -1.6393 -0.1 -0.4 0.0 0.397
H 4.3829 2.8448 -0.0133 -0.1 0.0 -0.1 0.427
H 4.8812 2.1770 -1.5945 -0.2 0.2 0.2 0.278
H 3.9677 1.1986 -0.4918 -0.2 -0.8 0.5 0.303
H 3.3111 5.4143 -0.6763 -0.4 -0.4 0.4 0.422
H 1.4291 6.5477 0.7791 -0.1 -0.7 0.0 0.428
H -2.7726 -2.0762 0.0455 0.3 -0.1 0.5 0.296
H -2.3032 -4.1274 1.5307 0.1 0.5 -0.1 0.292
```
Positions in Å, forces in eV/Å.

SMILES = Cc1ccc(NNC2=CS(=O)(=O)N(C)c3ccsc32)cc1
Charge = 0
Relative energy (zero: lowest compared OMol25 entry of this formula, charge and spin) = 245.4 kJ/mol
Strongest force on any atom = 0.0533 hartree/bohr

---

(6)
Molecular formula: C14H15N3O3S2V
Method: DFT, ωB97M-V/def2-TZVPD

Geometry as XYZ:
```
38
Properties=species:S:1:pos:R:3:forces:R:3:mulliken_charge:R:1
V 0.5687 -0.5738 2.0026 3.2 -2.1 -6.2 1.317
O 0.8917 1.4417 -2.1007 -1.2 -1.1 -0.8 -0.546
C 0.2864 0.9403 -3.0470 0.7 0.5 1.0 0.610
O 0.3276 -1.5826 -1.3575 0.4 1.0 -0.7 -0.579
C 0.6701 -1.5088 -2.5245 0.5 0.2 -0.6 0.369
O 1.0967 -2.6233 -3.1788 -0.7 1.7 -0.2 -0.300
N 0.6714 -0.3762 -3.4790 -0.7 -1.6 1.5 0.111
C 1.2412 -2.2974 -4.5937 0.6 -0.2 -0.4 -0.455
C 0.4133 -1.0438 -4.7928 -1.1 0.5 0.5 -0.443
H 0.8705 -3.1600 -5.1602 0.2 0.3 0.2 0.343
H 2.3018 -2.0878 -4.8213 -0.4 -0.3 0.2 0.281
H -0.6660 -1.3283 -4.8319 0.6 0.4 -0.3 0.307
H 0.6818 -0.4000 -5.6540 0.0 -0.6 0.6 0.385
C -0.7288 1.7166 -3.8466 -0.2 1.1 0.6 -0.093
C -1.6982 2.5583 -3.3501 1.2 -1.5 -1.1 -0.756
H -0.4397 1.7316 -4.9264 -0.8 0.1 0.8 0.231
H -2.1138 2.6886 -2.3244 0.9 -0.4 -0.9 0.250
H -2.1852 3.1215 -4.1396 -0.2 0.1 0.3 0.267
C 1.8825 2.3506 1.3893 0.9 0.7 -0.2 -1.074
C 1.4747 2.0585 2.7893 -0.9 -1.4 1.0 0.765
N 0.7676 0.9362 3.0107 0.7 3.9 2.3 -0.295
C 0.2883 0.7648 4.3402 1.9 2.3 -0.3 -0.192
C 0.7799 1.7290 5.1767 0.1 -0.1 -0.7 -0.197
S 1.7325 2.9390 4.2471 -0.9 -1.4 0.3 -0.022
C -0.6273 -0.3343 4.4015 -2.1 -2.5 0.2 -0.162
C -1.4147 -1.0019 5.3150 0.4 0.0 -1.4 -0.151
S -2.3411 -2.3206 4.4932 0.9 1.3 0.5 -0.008
C -1.6471 -1.9166 2.9880 0.8 1.6 0.9 0.708
N -0.7875 -0.8937 3.1153 -3.6 -1.4 3.0 -0.434
C -1.8306 -2.3761 1.5873 -0.6 -0.9 -0.4 -0.621
H 1.8022 3.4209 1.1772 -0.4 -0.1 -0.1 0.385
H 2.9577 2.1888 1.2132 -0.2 -0.3 0.2 0.318
H 1.3132 1.7776 0.6345 0.1 0.3 0.3 0.184
H 0.6541 1.7402 6.2648 0.1 0.5 -0.6 0.436
H -1.4734 -0.7714 6.3691 -0.3 -0.4 0.0 0.446
H -1.7892 -3.4695 1.4846 0.5 0.3 0.0 0.368
H -2.8446 -2.1701 1.2130 0.3 0.4 0.1 0.322
H -1.0867 -1.8680 0.9157 -0.7 -0.7 0.3 -0.073
```
Positions in Å, forces in eV/Å.

Charge = +2
Expectation value of S² = 3.762
Relative energy (zero: lowest compared OMol25 entry of this formula, charge and spin) = 245.2 kJ/mol
2S+1 = 4
Strongest force on any atom = 0.1419 hartree/bohr

---

- Which formula does entry 5 have?
  C14H15N3O2S2

---

- Among the records above, which one has the lowest strongest force on any atom?
  C14H15IrN5O4S